Record 1
21
Properties=species:S:1:pos:R:3 method="wB97M-V/def2-TZVPD" total_energy_ha=-1092.9133 e_lumo_ev="-11.18 / -11.33" gap_ev="6.390 / 6.233" de_lowest_kcal_mol=38.6 e_homo_ev="-17.572 / -17.562" total_charge=+2
O 1.584 1.623 -0.952
C 0.953 0.662 -0.661
Be 0.427 -0.722 0.073
O 1.701 -2.851 -0.924
C 1.055 -1.957 -0.596
C -0.700 0.352 -0.795
O -1.534 1.093 -1.297
C -1.172 -0.643 0.486
O -2.259 -0.707 1.013
S 1.161 -0.330 1.831
C 0.670 1.223 2.471
N 1.489 1.773 3.374
C 1.022 3.070 3.843
C -0.318 3.220 3.136
N -0.409 2.019 2.319
H 2.402 1.369 3.573
H 1.723 3.859 3.551
H 0.929 3.080 4.935
H -0.339 4.110 2.505
H -1.144 3.290 3.846
H -1.193 1.832 1.699

Record 2
14
Properties=species:S:1:pos:R:3 method="wB97M-V/def2-TZVPD" total_energy_ha=-307.6210 e_lumo_ev=0.99 gap_ev=10.499 de_lowest_kcal_mol=57.3 e_homo_ev=-9.511 smiles=CO[C@H]1C[C@H]1O
C -0.635 0.367 -1.764
O 0.390 -0.300 -1.064
C 0.865 0.180 0.154
C 0.000 0.702 1.270
C 0.509 -0.709 1.314
O -0.417 -1.708 1.037
H -0.313 1.348 -2.130
H -1.541 0.483 -1.157
H -0.854 -0.278 -2.620
H 1.878 0.574 0.079
H -1.071 0.807 1.138
H 0.464 1.443 1.914
H 1.273 -0.996 2.031
H -0.372 -1.844 0.077

Record 3
15
Properties=species:S:1:pos:R:3 method="wB97M-V/def2-TZVPD" total_energy_ha=-358.8085 e_lumo_ev=-0.34 gap_ev=8.459 de_lowest_kcal_mol=131.7 e_homo_ev=-8.803
C 2.028 -0.507 -0.579
C 0.840 -0.262 0.276
C -1.121 1.439 0.156
C -2.179 0.626 0.108
C -2.195 -0.758 -0.135
H 2.630 0.399 -0.617
H 1.936 -0.506 -1.665
H 2.522 -1.418 -0.347
H 1.237 -1.362 1.893
H 0.569 1.006 -1.449
H -1.149 2.469 0.960
H -3.216 0.806 0.482
N 0.422 -0.791 1.537
N 0.042 0.748 -0.212
N -2.365 -1.890 -0.409

Record 4
43
Properties=species:S:1:pos:R:3 method="wB97M-V/def2-TZVPD" total_energy_ha=-989.1558 e_lumo_ev=-5.71 gap_ev=4.767 de_lowest_kcal_mol=0.0 e_homo_ev=-10.472 total_charge=+1
C -0.469 4.556 2.249
Si 0.879 3.273 2.093
C 2.038 3.684 0.686
C 1.767 3.027 3.721
O 0.142 1.775 1.694
C 0.818 0.649 1.482
C 0.239 -0.590 1.587
C 1.081 -1.722 1.429
C 0.614 -2.981 1.619
H -0.013 5.523 2.507
H -1.027 4.689 1.313
H -1.193 4.307 3.036
H 2.554 4.628 0.909
H 2.798 2.906 0.537
H 1.495 3.808 -0.262
H 2.286 3.953 4.006
H 1.064 2.773 4.526
H 2.514 2.224 3.667
H 1.888 0.730 1.259
H -0.814 -0.701 1.866
H 2.129 -1.506 1.171
H 1.254 -3.854 1.498
H -0.420 -3.129 1.934
C -1.241 0.504 -1.846
C -0.490 -0.727 -2.209
C 0.958 -0.554 -2.477
C -1.127 -1.984 -2.275
C -0.520 -3.128 -2.900
C -1.140 -4.370 -2.880
C -2.385 -4.548 -2.259
C -3.016 -3.442 -1.672
C -2.421 -2.188 -1.690
H -2.298 0.448 -2.138
H -1.183 0.714 -0.766
H -0.794 1.364 -2.364
H 1.398 -1.355 -3.078
H 1.106 0.398 -3.006
H 1.523 -0.486 -1.532
H 0.432 -3.011 -3.425
H -0.649 -5.219 -3.358
H -2.856 -5.532 -2.234
H -3.986 -3.564 -1.191
H -2.935 -1.339 -1.228

Record 5
12
Properties=species:S:1:pos:R:3 method="wB97M-V/def2-TZVPD" total_energy_ha=-418.5767 e_lumo_ev=-0.09 gap_ev=8.613 de_lowest_kcal_mol=53.4 e_homo_ev=-8.698
O 2.955 -0.985 -0.176
C 1.943 -0.379 0.053
C 1.547 1.159 0.011
C 0.186 1.176 0.135
C -0.243 -0.270 0.307
C -1.431 -0.874 -0.092
O -2.617 -0.139 -0.055
O 0.854 -1.107 0.329
H 2.226 1.916 -0.115
H -0.442 2.061 -0.101
H -1.668 -1.895 -0.201
H -3.310 -0.665 -0.094

Record 6
16
Properties=species:S:1:pos:R:3 method="wB97M-V/def2-TZVPD" total_energy_ha=-288.5595 e_lumo_ev="0.43 / 0.45" gap_ev="7.245 / 7.315" de_lowest_kcal_mol=139.6 e_homo_ev="-6.819 / -6.868"
C -2.001 0.014 -0.098
C -0.523 0.129 -0.144
C 1.089 -1.120 -0.993
C 0.452 -0.883 0.321
C 1.012 0.417 1.016
N 1.593 1.282 0.058
C 0.171 1.375 0.144
H -2.327 -0.308 0.906
H -2.309 -0.769 -0.795
H -2.496 0.957 -0.349
H 0.483 -1.615 -1.745
H 2.151 -1.397 -1.006
H 0.175 -1.670 1.041
H 1.071 0.598 2.079
H 1.760 0.660 -0.770
H -0.303 2.330 0.333

Record 7
106
Properties=species:S:1:pos:R:3 method="wB97M-V/def2-TZVPD" total_energy_ha=-7409.8187 multiplicity=7 e_lumo_ev="-6.45 / -3.19" gap_ev="4.318 / 7.579" de_lowest_kcal_mol=0.0 e_homo_ev="-10.768 / -10.769" total_charge=+1
Eu 0.514 0.697 0.713
C 1.852 5.846 2.523
O 0.873 5.333 1.541
C 0.509 4.054 1.633
O 0.062 3.451 0.643
N 0.622 3.522 2.910
N -0.090 2.238 2.996
H 1.819 6.945 2.445
H 2.894 5.522 2.268
H 1.630 5.580 3.541
H 1.613 3.326 3.089
H -1.078 2.487 2.921
H 0.050 1.900 3.943
O 4.891 0.625 5.217
C 4.580 -0.637 5.037
O 5.017 -1.545 5.758
C 3.647 -1.000 3.946
C 3.104 -2.333 3.715
Cl 3.004 -3.550 4.867
N 2.293 -2.340 2.639
N 2.066 -0.986 2.220
C 2.936 -0.291 2.913
C 3.094 1.201 2.630
O 3.629 1.966 3.506
O 2.643 1.623 1.519
C 1.776 -3.425 1.935
C 0.523 -3.233 1.335
C -0.175 -4.302 0.815
C 0.326 -5.614 0.911
C 1.635 -5.803 1.336
C 2.354 -4.739 1.906
H 4.411 1.273 4.602
H 0.161 -2.210 1.267
H -1.152 -4.156 0.335
H -0.284 -6.437 0.551
H 2.123 -6.765 1.261
H 3.304 -4.893 2.406
F -6.456 -3.662 1.950
C -5.755 -2.545 1.702
C -6.232 -1.602 0.822
F -7.409 -1.849 0.191
C -5.490 -0.434 0.562
F -6.004 0.574 -0.163
C -4.218 -0.268 1.108
P -3.049 1.096 0.730
C -3.895 2.494 1.484
C -3.844 2.528 2.895
C -4.224 3.679 3.560
C -4.972 4.678 2.871
C -5.081 4.582 1.475
C -4.596 3.490 0.802
C -3.160 1.295 -1.033
C -3.462 0.201 -1.867
C -3.544 0.383 -3.236
C -3.256 1.646 -3.819
C -2.908 2.700 -2.970
C -2.889 2.546 -1.600
C -3.798 -1.196 2.074
Br -2.143 -0.974 3.062
C -4.547 -2.330 2.359
F -4.047 -3.174 3.316
H -3.481 1.655 3.443
H -3.977 3.795 4.594
H -5.447 5.487 3.395
H -5.562 5.360 0.899
H -4.766 3.355 -0.257
H -3.668 -0.798 -1.446
H -3.755 -0.446 -3.893
H -3.266 1.773 -4.892
H -2.651 3.681 -3.348
H -2.649 3.388 -1.012
O 0.733 -0.688 -1.179
Si 1.637 -0.960 -2.489
C 3.061 -2.226 -2.266
C 3.945 -1.932 -1.217
C 4.894 -2.873 -0.786
C 5.061 -4.102 -1.424
C 4.221 -4.385 -2.517
C 3.263 -3.451 -2.934
C 2.403 0.739 -2.766
C 3.748 1.129 -2.704
C 4.096 2.437 -2.315
C 3.100 3.343 -1.936
C 1.764 3.006 -2.124
C 1.455 1.769 -2.690
C 0.775 -1.599 -4.047
C -0.028 -2.761 -4.006
C -0.979 -3.043 -4.994
C -1.059 -2.213 -6.120
C -0.273 -1.048 -6.196
C 0.675 -0.806 -5.205
H 3.898 -0.947 -0.770
H 5.475 -2.618 0.084
H 5.862 -4.760 -1.072
H 4.365 -5.277 -3.104
H 2.664 -3.666 -3.809
H 4.548 0.423 -2.847
H 5.126 2.760 -2.283
H 3.362 4.274 -1.490
H 0.981 3.665 -1.801
H 0.440 1.669 -3.082
H 0.150 -3.493 -3.213
H -1.637 -3.912 -4.912
H -1.739 -2.454 -6.949
H -0.358 -0.423 -7.072
H 1.398 -0.013 -5.314